Entry 1:
ORCA calculation (wB97M-V/def2-TZVPD) on a cluster of 2 separate species, C4H11NO2Si in total at a distorted geometry.

```
19
Properties=species:S:1:pos:R:3
C -0.922 1.552 0.965
N 0.271 0.844 0.666
Si 0.928 -0.387 -0.145
C 0.487 -1.282 -1.680
O 2.472 -0.667 0.127
C 3.455 -0.300 1.087
H -1.302 2.196 0.192
H -0.690 2.244 1.825
H -1.810 0.807 0.959
H -0.537 -1.484 -1.595
H 0.508 -0.672 -2.645
H 1.036 -2.128 -2.009
H 2.999 -0.099 2.009
H 3.832 0.626 0.692
H 4.296 -0.957 1.141
C -3.788 -0.079 -0.383
O -3.558 -1.230 -0.105
H -3.754 0.265 -1.488
H -3.923 0.751 0.385
```

Results
2S+1: 1
SMILES string: C/N=[Si](\C)OC.C=O
HOMO-LUMO gap, eV: 8.77
Maximum force, Eh/bohr: 0.05481
LUMO energy, Ha: 0.01766

For each atom in turn, the Löwdin charge in e is: -0.2797 -0.1984 0.5169 -0.1604 -0.2524 -0.0973 0.0405 0.0786 0.0555 -0.0101 0.0709 0.0187 0.0658 0.0827 0.0775 -0.1731 -0.0224 0.1001 0.0867

Entry 2:
ORCA calculation (wB97M-V/def2-TZVPD) on a cluster of 2 separate species, C4H11NO3 in total.

```
19
Properties=species:S:1:pos:R:3
C -1.374 -0.442 -1.607
C -0.045 -0.809 -0.957
O 0.994 0.063 -1.413
C -0.168 -0.689 0.554
N 1.040 -1.097 1.267
C 1.739 -0.168 1.962
O 1.580 1.034 1.845
H -1.210 0.268 -2.405
H -2.072 0.003 -0.903
H -1.878 -1.323 -2.011
H 0.262 -1.824 -1.223
H 1.344 0.567 -0.662
H -0.276 0.383 0.718
H -1.045 -1.182 0.968
H 1.099 -2.066 1.534
H 2.512 -0.548 2.645
O -1.245 2.615 -0.110
H -0.619 2.589 -0.851
H -0.637 2.626 0.650
```

Results
2S+1: 1
SMILES string: C[C@@H](O)CNC=O.O
HOMO-LUMO gap, eV: 10.93
Maximum force, Eh/bohr: 0.01608
LUMO energy, Ha: 0.02471

For each atom in turn, the Löwdin charge in e is: -0.0447 -0.4128 -0.0403 -0.1536 0.0425 -0.3484 0.0033 0.0789 0.0711 0.0772 0.1355 0.0732 0.0959 0.1353 0.1364 0.1332 -0.0621 0.0415 0.0380

Entry 3:
ORCA calculation (wB97M-V/def2-TZVPD) on a cluster of 2 separate species, C4H11NO3 in total at a distorted geometry.

```
19
Properties=species:S:1:pos:R:3
C 0.298 -0.314 1.674
N -0.511 -0.093 0.457
C -1.771 0.614 0.919
C -0.618 -1.238 -0.685
C 0.238 -0.586 -1.618
O -0.080 -0.049 -2.633
O 1.505 -0.803 -1.380
H -0.222 -0.954 2.477
H 0.313 0.625 2.308
H 1.273 -0.695 1.432
H -1.710 1.361 1.715
H -2.012 0.899 -0.058
H -2.477 -0.088 1.181
H -1.671 -1.134 -0.935
H -0.207 -2.205 -0.322
H 2.245 -0.345 -1.950
O 2.062 1.615 -0.593
H 2.045 2.259 -1.303
H 1.301 1.131 -0.686
```

Results
2S+1: 1
SMILES string: CN(C)CC(=O)O.O
HOMO-LUMO gap, eV: 9.43
Maximum force, Eh/bohr: 0.10396
LUMO energy, Ha: 0.02591

For each atom in turn, the Löwdin charge in e is: -0.1247 -0.2275 -0.0599 0.0006 -0.6746 0.1202 0.0640 0.0927 0.0897 0.0658 0.0944 0.0613 0.0469 0.1260 0.1443 0.2017 -0.0150 0.0547 -0.0606

Entry 4:
ORCA calculation (wB97M-V/def2-TZVPD) on a structure of composition C4H11NO3 at a distorted geometry.

```
19
Properties=species:S:1:pos:R:3
C 0.530 -0.903 -0.888
C -0.595 0.464 0.809
C -0.917 0.472 -0.554
C 0.570 1.189 1.395
N 0.815 -1.886 0.097
O 1.677 -0.207 -1.238
O 0.029 -1.508 -2.036
O -2.003 1.840 0.678
H 0.010 -0.845 -2.740
H 2.209 -0.122 -0.436
H -2.868 1.412 0.760
H -1.040 -0.310 1.425
H -0.042 -2.314 0.427
H 1.377 -2.625 -0.331
H -1.786 -0.080 -0.889
H -0.525 1.270 -1.174
H 0.225 1.752 2.264
H 0.994 1.910 0.695
H 1.339 0.490 1.736
```

Results
2S+1: 1
HOMO-LUMO gap, eV: 8.32
Maximum force, Eh/bohr: 0.10272
LUMO energy, Ha: 0.02336

For each atom in turn, the Löwdin charge in e is: -0.5936 -0.2030 -0.0598 -0.0594 0.1072 0.0237 0.0070 -0.2376 0.1066 0.0960 -0.0026 0.1302 0.0895 0.1026 0.1072 0.1157 0.0921 0.0937 0.0844

Entry 5:
ORCA calculation (wB97M-V/def2-TZVPD) on a structure of composition C4H11NO3 at a distorted geometry.

```
19
Properties=species:S:1:pos:R:3
C 0.385 -0.755 -1.057
C 0.291 -1.040 0.287
C 2.397 0.403 0.484
C 1.729 -1.041 0.288
O 2.542 -1.959 -0.119
O -0.325 2.228 -0.110
N -0.470 -0.140 1.128
H 0.802 -1.453 -1.733
H -2.942 -0.096 -1.930
H 0.231 0.356 -1.400
H -2.983 0.503 -1.496
H 3.265 0.515 -0.247
H 2.964 0.408 1.453
H 1.579 1.278 0.393
H -0.900 0.649 0.576
H -1.337 -0.561 1.364
H -3.580 -1.450 1.390
H -0.779 3.036 -0.308
O -2.870 -0.880 1.038
```

Results
2S+1: 1
HOMO-LUMO gap, eV: 4.26
Maximum force, Eh/bohr: 0.14449
LUMO energy, Ha: -0.19265

For each atom in turn, the Löwdin charge in e is: 0.2230 -0.1624 -0.0008 -0.3898 0.0269 -0.2399 0.1746 0.1047 0.0205 0.1488 0.0184 0.1049 0.0898 0.0937 0.0636 -0.0010 -0.0092 -0.0470 -0.2187

Entry 6:
ORCA calculation (wB97M-V/def2-TZVPD) on a cluster of 2 separate species, C4H11NO3 in total at a distorted geometry.

```
19
Properties=species:S:1:pos:R:3
C 1.045 1.275 -1.425
C -0.135 1.106 -0.471
C -1.398 1.831 -0.908
O -1.923 2.627 -0.175
N -0.576 -0.278 -0.302
C -1.061 -0.656 1.006
O -0.209 -0.279 2.084
H 1.646 0.368 -1.504
H 0.732 1.590 -2.417
H 1.725 2.037 -1.048
H 0.136 1.566 0.484
H -1.834 1.584 -1.885
H 0.193 -0.921 -0.478
H -1.987 -0.149 1.284
H -1.212 -1.730 1.021
H 0.719 -0.219 1.820
O 1.347 -3.005 0.664
H 1.996 -2.985 1.382
H 0.795 -3.762 0.868
```

Results
2S+1: 1
SMILES string: C[C@@H](C=O)NCO.O
HOMO-LUMO gap, eV: 9.78
Maximum force, Eh/bohr: 0.02105
LUMO energy, Ha: 0.01678

For each atom in turn, the Löwdin charge in e is: -0.0325 -0.3748 -0.2271 0.0640 -0.0053 -0.2790 -0.0728 0.0774 0.0744 0.0791 0.1333 0.1278 0.0889 0.1235 0.1056 0.0790 -0.0507 0.0488 0.0404